[1]
Here is a cluster of 5 separate species, C5H16O5 in total from the OMol25 dataset. Energies are from the ωB97M-V functional and the def2-TZVPD basis.

Element x y z (Å)
C1 2.96 0.06 0.14
C2 3.10 0.56 1.40
C3 0.47 0.54 -2.69
O1 -0.77 0.21 -1.98
C4 1.67 0.02 -2.02
C5 2.15 0.66 -0.86
H1 3.48 -0.81 -0.27
H2 2.82 1.57 1.70
H3 3.72 0.13 2.16
H4 0.39 0.41 -3.77
H5 0.48 1.64 -2.66
H6 -0.74 -0.75 -1.85
H7 2.17 -0.84 -2.46
H8 1.51 1.50 -0.64
H9 -0.38 -1.14 2.83
H10 -1.84 -1.36 3.19
O2 -1.00 -1.83 3.09
H11 -2.13 1.40 1.99
H12 -3.60 0.79 1.90
O3 -2.70 0.65 2.19
H13 -1.48 -3.15 1.16
H14 -1.34 -1.89 0.39
O4 -1.14 -2.84 0.31
H15 -1.96 1.64 -1.48
H16 -3.07 0.97 -0.80
O5 -2.77 1.87 -0.97

HOMO energy (alpha / beta) in eV: -0.42 / -3.26
Expectation value of S²: 0.766
Spin multiplicity: 2
Frontier orbital gap (alpha / beta) in eV: 3.29 / 6.07
Net charge: -1
E_LUMO (alpha / beta) in eV: 2.88 / 2.81

=====

[2]
Here is a structure of composition C5H16O5Tl from the OMol25 dataset. Energies are from the ωB97M-V functional and the def2-TZVPD basis.

Element x y z (Å)
Tl1 -16.20 -28.44 1.95
C1 -18.83 -26.60 2.23
O1 -18.21 -27.87 2.01
H1 -18.10 -25.81 2.04
H2 -19.79 -26.55 1.72
H3 -18.96 -26.54 3.31
H4 -18.89 -28.54 2.09
C2 -15.38 -31.22 0.79
C3 -14.01 -30.61 1.21
O2 -14.16 -29.61 2.20
O3 -16.29 -30.16 0.40
H5 -15.75 -31.72 1.68
H6 -15.33 -32.06 0.10
H7 -13.66 -30.00 0.38
H8 -13.32 -31.40 1.51
H9 -13.30 -29.43 2.57
H10 -16.33 -30.27 -0.55
C4 -13.32 -27.43 1.11
C5 -14.09 -27.46 -0.22
O4 -15.18 -28.38 -0.09
O5 -14.22 -27.32 2.21
H11 -12.68 -26.56 1.27
H12 -12.73 -28.34 1.22
H13 -13.33 -27.76 -0.94
H14 -14.47 -26.45 -0.36
H15 -15.23 -28.92 -0.88
H16 -13.75 -26.88 2.92

HOMO energy in eV: -22.66
Spin multiplicity: 1
Frontier orbital gap in eV: 6.77
Net charge: +3
E_LUMO in eV: -15.89
Energy relative to the best compared isomer or geometry (same formula, charge and spin) in kcal/mol: 5.2

=====

[3]
Here is the ion C5H17BN3O3 with charge +1 from the OMol25 dataset. Energies are from the ωB97M-V functional and the def2-TZVPD basis.

Element x y z (Å)
C1 3.25 0.98 0.49
C2 2.71 -0.34 -0.02
O1 1.91 -0.92 1.01
C3 1.45 -2.22 0.72
C4 0.27 -2.21 -0.24
O2 -0.83 -1.48 0.31
C5 -0.74 -0.11 0.23
N1 -2.17 0.42 0.21
N2 -2.96 -0.38 -0.69
B1 -2.17 1.93 -0.23
N3 -2.29 2.20 -1.59
O3 -2.06 2.87 0.72
H1 2.50 1.77 0.42
H2 4.11 1.29 -0.11
H3 3.55 0.89 1.53
H4 3.52 -1.02 -0.29
H5 2.13 -0.18 -0.93
H6 1.14 -2.67 1.67
H7 2.25 -2.84 0.30
H8 0.54 -1.80 -1.22
H9 -0.09 -3.23 -0.40
H10 -0.26 0.34 1.10
H11 -0.25 0.24 -0.69
H12 -2.50 0.36 1.18
H13 -2.94 -1.33 -0.35
H14 -3.91 -0.02 -0.70
H15 -1.77 1.65 -2.26
H16 -2.18 3.18 -1.81
H17 -2.21 2.63 1.65

HOMO energy in eV: -13.08
Spin multiplicity: 1
Frontier orbital gap in eV: 9.83
Net charge: +1
E_LUMO in eV: -3.25
Energy relative to the best compared isomer or geometry (same formula, charge and spin) in kcal/mol: 0.0

=====

[4]
Here is a cluster of 7 separate species, C5H17BrIN3O10P2 in total from the OMol25 dataset. Energies are from the ωB97M-V functional and the def2-TZVPD basis.

Element x y z (Å)
N1 -0.32 2.79 -0.42
C1 -0.19 1.69 -0.91
C2 -0.12 0.20 -1.49
C3 -0.53 0.20 -3.07
O1 -1.52 1.24 -3.39
N2 -2.40 0.72 -4.30
O2 -1.86 0.48 -5.34
C4 1.26 -0.59 -1.17
C5 1.39 -1.74 -2.30
N3 1.43 -2.50 -3.25
P1 2.84 0.46 -1.28
O3 3.04 1.43 0.16
Br1 2.66 1.97 -3.00
P2 1.04 -1.52 0.50
O4 0.24 -0.53 1.66
I1 -0.50 -3.37 -0.04
H1 -0.97 -0.40 -0.97
H2 0.37 0.34 -3.76
H3 -1.04 -0.83 -3.24
H4 2.24 1.98 0.32
H5 0.42 0.42 1.51
O5 -2.52 5.61 -0.24
H6 -2.51 5.62 -1.20
H7 -2.03 4.81 -0.01
O6 4.25 1.42 -5.66
H8 4.18 0.79 -6.39
H9 4.16 2.28 -6.09
O7 1.72 -5.64 -0.65
H10 1.73 -5.64 -1.62
H11 2.21 -6.44 -0.41
O8 -1.83 0.49 3.31
H12 -1.05 0.10 2.91
H13 -1.58 0.62 4.24
O9 -2.19 -0.89 5.77
H14 -2.21 -0.53 6.67
H15 -3.01 -0.55 5.38
O10 -2.53 -1.26 9.04
H16 -1.97 -1.98 8.71
H17 -2.33 -1.24 9.99

HOMO energy in eV: -9.38
Spin multiplicity: 1
Frontier orbital gap in eV: 8.22
Net charge: 0
E_LUMO in eV: -1.16
Energy relative to the best compared isomer or geometry (same formula, charge and spin) in kcal/mol: 0.0

=====

In order of appearance, total energy = -576.23511; -747.40064; -615.37095; -4671.63375 Ha.